(1)
{"formula": "C28H34N7O2Tl", "method": "wB97M-V/def2-TZVPD", "species": ["Tl", "N", "C", "N", "C", "N", "N", "C", "C", "C", "C", "C", "C", "N", "C", "C", "C", "C", "C", "C", "H", "H", "H", "H", "H", "H", "H", "H", "H", "H", "H", "N", "C", "C", "C", "C", "N", "H", "H", "H", "H", "H", "H", "H", "H", "H", "H", "H", "H", "C", "C", "C", "C", "C", "C", "C", "C", "C", "C", "O", "O", "H", "H", "H", "H", "H", "H", "H", "H", "H", "H", "H"], "positions_angstrom": [[-0.560928, 0.753324, 1.203461], [-2.734888, -3.169135, 3.412283], [-2.228118, -1.937551, 3.353735], [-2.333233, -1.149691, 2.324053], [-3.037226, -1.590528, 1.230849], [-3.349954, -0.755409, 0.279092], [-2.954090, 0.479904, 0.355417], [-3.491859, 1.508128, -0.140775], [-2.914541, 2.832535, 0.077388], [-3.549402, 3.945632, -0.464654], [-3.069830, 5.208701, -0.157013], [-1.984151, 5.323657, 0.695103], [-1.397946, 4.159923, 1.175798], [-1.835432, 2.946736, 0.866323], [-3.479486, -2.962178, 1.149475], [-4.061385, -3.515365, 0.003326], [-4.470542, -4.828252, 0.013284], [-4.333434, -5.602598, 1.169132], [-3.779077, -5.070627, 2.313754], [-3.337179, -3.751426, 2.302730], [-2.678051, -3.709161, 4.264490], [-1.725994, -1.566404, 4.239826], [-4.436755, 1.451981, -0.677946], [-4.407721, 3.814696, -1.109670], [-3.549970, 6.091302, -0.555040], [-1.601327, 6.288643, 0.993751], [-0.563018, 4.213782, 1.864886], [-4.167786, -2.896442, -0.876031], [-4.898963, -5.266557, -0.876770], [-4.662799, -6.632137, 1.164029], [-3.670441, -5.671582, 3.207433], [1.039885, -0.866753, 2.651369], [2.420170, -0.469755, 2.338467], [2.926710, 0.589003, 3.323272], [3.467190, 1.854436, 2.652250], [2.413617, 2.935641, 2.465124], [1.413195, 2.585789, 1.442476], [0.899307, -0.936396, 3.653286], [0.799865, -1.750449, 2.214259], [2.413586, -0.083543, 1.320741], [3.081644, -1.340735, 2.346829], [3.712088, 0.161861, 3.945579], [2.109117, 0.870024, 3.994989], [3.908893, 1.603408, 1.683699], [4.264009, 2.273494, 3.266034], [2.924019, 3.862656, 2.183401], [1.893436, 3.117021, 3.407854], [1.876042, 2.235255, 0.606430], [0.868833, 3.403100, 1.192684], [4.452584, -0.807462, -5.701675], [3.387802, -0.635982, -4.663492], [2.773455, 0.599680, -4.475367], [1.881833, 0.819989, -3.435729], [1.288375, 2.185990, -3.231359], [1.551925, -0.263475, -2.620745], [2.130288, -1.525610, -2.788083], [1.757673, -2.682332, -1.903899], [3.013215, -1.699504, -3.841255], [0.683373, -0.021179, -1.393526], [-0.529056, -0.194313, -1.310603], [1.436476, 0.390313, -0.458912], [4.907744, 0.145782, -5.959896], [4.012350, -1.223352, -6.611135], [5.224058, -1.499111, -5.369202], [3.021208, 1.423259, -5.133236], [1.259302, 2.725577, -4.174941], [1.899568, 2.764089, -2.534472], [0.276264, 2.125452, -2.829733], [1.826471, -2.417723, -0.846765], [2.406646, -3.532574, -2.097138], [0.728093, -2.986042, -2.105179], [3.444270, -2.679429, -4.004120]], "forces_ev_per_a": [[0.48, -0.35, -1.37], [0.13, 0.18, 0.13], [-0.06, -0.23, 0.21], [0.41, 0.24, -0.07], [-0.04, 0.78, -0.05], [-1.23, -1.19, -1.01], [2.42, 0.76, 1.33], [-0.51, -0.37, -0.24], [0.15, 0.36, 0.03], [0.15, -0.17, 0.11], [0.04, 0.03, 0.06], [-0.01, -0.15, 0.05], [0.01, 0.37, 0.11], [0.12, -0.36, -0.11], [0.06, -0.31, 0.27], [0.10, 0.03, 0.03], [-0.01, -0.01, -0.05], [0.01, 0.06, 0.00], [0.09, -0.02, 0.16], [-0.24, 0.02, -0.69], [0.06, 0.11, 0.06], [0.02, -0.13, 0.05], [0.01, -0.12, 0.01], [-0.02, -0.03, 0.03], [-0.01, 0.01, -0.04], [0.03, -0.01, 0.00], [-0.15, 0.09, 0.02], [-0.01, 0.00, -0.01], [-0.03, 0.00, 0.00], [-0.01, -0.01, 0.03], [-0.01, -0.03, 0.01], [-0.70, 0.58, -0.66], [0.30, 0.17, 0.00], [0.09, -0.04, -0.10], [-0.25, -0.03, 0.11], [0.27, 0.09, 0.19], [-0.62, -0.57, 0.01], [-0.10, -0.05, -0.02], [-0.02, -0.06, 0.07], [0.10, -0.11, 0.04], [-0.12, -0.03, 0.02], [-0.08, -0.05, 0.05], [0.03, 0.02, 0.10], [0.10, 0.05, 0.02], [0.00, 0.06, -0.04], [-0.14, 0.01, -0.05], [0.04, 0.04, 0.01], [-0.11, 0.00, -0.12], [0.31, -0.08, -0.21], [-0.24, -0.16, -0.31], [-0.10, 0.09, 0.25], [0.21, -0.18, 0.10], [-0.31, -0.35, -0.11], [0.09, -0.08, 0.13], [-0.14, -0.04, -0.01], [-0.32, 0.15, -0.24], [-0.14, 0.07, -0.09], [0.17, 0.24, 0.03], [1.36, -0.05, -0.91], [-0.77, 0.13, 0.87], [-1.13, 0.49, 1.69], [0.06, 0.00, 0.00], [0.09, 0.00, -0.06], [0.04, 0.03, 0.02], [0.08, 0.04, -0.01], [-0.06, 0.07, 0.01], [0.00, 0.06, 0.01], [-0.07, 0.04, -0.03], [0.06, -0.02, 0.05], [0.01, -0.04, 0.08], [-0.01, -0.06, 0.05], [0.10, -0.01, 0.01]], "lumo_ha": -0.31040, "orbital_gap_ev": 4.15, "charge": 2, "fmax_ha_per_bohr": 0.0557, "energy_ev": -48792.198, "multiplicity": 1}



(2)
{"formula": "C35H22ClIMnN2O4PS2", "method": "wB97M-V/def2-TZVPD", "species": ["Mn", "O", "C", "C", "C", "C", "C", "C", "C", "P", "C", "C", "C", "C", "C", "C", "C", "C", "C", "C", "C", "C", "H", "H", "H", "H", "H", "H", "H", "H", "H", "H", "H", "H", "H", "H", "Cl", "C", "C", "C", "I", "C", "O", "C", "N", "C", "C", "C", "C", "H", "H", "H", "H", "O", "S", "O", "N", "C", "S", "C", "C", "C", "C", "C", "C", "H", "H", "H", "H"], "positions_angstrom": [[1.117271, -1.257396, 1.699674], [2.122176, -0.728101, 3.448304], [0.903559, -0.464219, 3.441260], [-0.217962, -0.005069, 4.101576], [-0.381674, 0.311656, 5.481317], [-1.637660, 0.611473, 5.950220], [-2.756220, 0.637443, 5.104043], [-2.600134, 0.421174, 3.728999], [-1.357219, 0.131455, 3.225966], [-0.742370, 0.117932, 1.499082], [-2.237587, 0.020894, 0.480747], [-2.523452, -1.254332, -0.006134], [-3.616386, -1.457763, -0.830327], [-4.429353, -0.387212, -1.167870], [-4.147268, 0.882313, -0.688146], [-3.049929, 1.092690, 0.131912], [-0.090557, 1.839852, 1.627700], [-0.842590, 2.905202, 2.107258], [-0.251880, 4.144270, 2.307748], [1.100078, 4.323034, 2.060815], [1.866628, 3.256755, 1.614792], [1.274228, 2.024943, 1.405530], [0.480557, 0.293576, 6.134934], [-1.772082, 0.820424, 7.005284], [-3.730832, 0.868894, 5.513018], [-3.449967, 0.482239, 3.057730], [-1.854951, -2.070945, 0.249202], [-3.817584, -2.440790, -1.236273], [-5.264930, -0.533104, -1.839611], [-4.770643, 1.716843, -0.980317], [-2.808478, 2.091301, 0.471206], [-1.885662, 2.759460, 2.355840], [-0.847291, 4.972761, 2.670786], [1.566076, 5.285656, 2.229252], [2.925782, 3.386561, 1.433870], [1.869748, 1.184305, 1.059957], [4.611684, -6.514259, -1.089261], [3.553050, -5.518919, -0.128492], [2.952898, -6.061802, 0.978641], [2.084553, -5.290868, 1.747257], [1.181266, -6.076548, 3.467869], [1.784356, -3.959994, 1.446222], [0.954891, -3.246749, 2.122663], [2.476856, -3.394673, 0.313373], [2.260379, -2.065379, 0.087482], [2.834591, -1.508446, -0.963761], [3.672760, -2.212920, -1.832158], [3.935725, -3.536578, -1.602748], [3.336265, -4.175083, -0.497545], [3.147119, -7.090944, 1.244945], [2.606656, -0.464949, -1.135140], [4.119666, -1.697006, -2.670003], [4.593626, -4.098182, -2.250699], [-3.401981, 1.511509, -4.321898], [-2.224943, 0.684712, -4.419882], [-2.350659, -0.515047, -5.204147], [-1.606207, 0.357054, -2.936226], [-0.465157, 0.959096, -2.752838], [0.482062, 0.878803, -1.359050], [0.018101, 1.775811, -3.908343], [1.163863, 2.549271, -3.994259], [1.419488, 3.220472, -5.182704], [0.549422, 3.117317, -6.262678], [-0.603138, 2.345970, -6.171872], [-0.848596, 1.692122, -4.984405], [1.827809, 2.617022, -3.143691], [2.311564, 3.828757, -5.263988], [0.771735, 3.648362, -7.179461], [-1.291144, 2.257895, -7.002545]], "forces_ev_per_a": [[0.53, -0.91, -0.47], [0.27, 0.04, 0.18], [-0.27, 0.25, 0.35], [-0.18, 0.02, 0.00], [0.13, -0.01, -0.04], [-0.02, -0.03, 0.01], [-0.11, 0.10, 0.11], [0.10, -0.12, -0.11], [0.18, -0.28, 0.05], [-1.22, 1.25, 0.87], [0.29, -0.27, -0.26], [0.06, 0.12, 0.08], [-0.05, -0.03, 0.03], [-0.02, -0.01, -0.04], [-0.03, 0.02, 0.01], [0.08, 0.01, 0.06], [0.27, -0.15, -0.22], [-0.04, -0.04, -0.09], [-0.04, 0.07, 0.00], [0.05, 0.00, -0.01], [0.09, -0.01, 0.04], [-0.25, 0.00, -0.01], [-0.04, -0.03, 0.06], [0.01, 0.02, 0.00], [-0.02, -0.03, -0.02], [-0.01, 0.06, 0.01], [-0.08, -0.05, -0.08], [0.01, 0.00, 0.03], [-0.01, 0.00, -0.01], [0.02, 0.03, -0.02], [-0.02, 0.01, -0.05], [-0.01, 0.03, 0.02], [-0.02, -0.02, 0.01], [-0.03, 0.02, 0.00], [0.01, -0.02, 0.01], [0.08, 0.14, -0.04], [0.08, -0.07, -0.08], [-0.05, -0.27, 0.13], [0.15, 0.09, -0.32], [-0.34, 0.26, 0.38], [0.13, -0.01, -0.26], [-0.04, -0.30, 0.16], [0.06, 0.19, -0.13], [0.10, -0.21, 0.04], [0.41, -0.25, -0.49], [-0.22, 0.19, 0.42], [0.22, -0.29, -0.16], [-0.11, 0.23, 0.04], [-0.10, 0.18, 0.17], [0.02, -0.01, 0.00], [0.06, 0.01, -0.05], [-0.05, 0.03, -0.02], [0.01, 0.00, -0.01], [0.08, 0.03, 0.08], [-0.05, 0.16, -0.17], [0.18, -0.02, 0.01], [-0.29, -0.01, -0.32], [0.34, -0.10, 0.31], [-0.03, 0.08, -0.11], [-0.03, 0.14, -0.36], [-0.05, -0.04, -0.05], [0.04, -0.02, 0.08], [-0.01, 0.00, -0.03], [-0.19, -0.04, -0.14], [-0.02, -0.18, 0.50], [0.00, -0.01, 0.03], [-0.01, 0.02, -0.05], [-0.02, -0.01, -0.02], [0.01, 0.04, -0.03]], "lumo_ha": [0.06801, 0.06281], "s_squared": 8.98, "orbital_gap_ev": [5.27, 7.18], "charge": -1, "fmax_ha_per_bohr": 0.0379, "energy_ev": -130726.905, "multiplicity": 6}



(3)
{"formula": "C7H6O", "method": "wB97M-V/def2-TZVPD", "species": ["C", "C", "C", "C", "C", "C", "C", "O", "H", "H", "H", "H", "H", "H"], "positions_angstrom": [[1.849009, 1.153187, -0.277970], [0.624025, 0.656132, -0.127847], [-0.510673, 1.478569, 0.145889], [-1.750412, 0.916464, 0.082477], [-1.851640, -0.632219, -0.107227], [-0.789556, -1.386353, -0.027101], [0.583093, -0.772877, 0.089133], [1.613123, -1.423410, 0.224132], [2.752149, 0.447412, -0.302528], [2.074947, 2.217439, 0.068307], [-0.421919, 2.573882, 0.598993], [-2.623897, 1.436484, -0.071829], [-2.889145, -1.243875, -0.261271], [-0.720189, -2.521475, -0.488844]], "forces_ev_per_a": [[2.45, 0.99, 1.72], [1.70, 1.21, 1.19], [-2.54, 1.79, 1.31], [2.32, -3.21, -0.59], [-3.49, 1.12, -0.07], [3.02, -3.61, -1.98], [-0.42, -2.24, -0.93], [-1.09, 0.00, 0.11], [-1.59, 1.14, -0.37], [-0.43, -1.27, -1.31], [0.06, -2.24, -1.78], [-1.86, 1.33, 0.57], [2.39, 2.18, 0.19], [-0.52, 2.79, 1.94]], "lumo_ha": -0.02899, "orbital_gap_ev": 8.10, "charge": 0, "fmax_ha_per_bohr": 0.0993, "energy_ev": -9400.386, "multiplicity": 1, "smiles": "C=C1C=CC=CC1=O"}



(4)
{"formula": "C4H13N", "method": "wB97M-V/def2-TZVPD", "species": ["C", "N", "H", "H", "H", "H", "H", "C", "C", "C", "H", "H", "H", "H", "H", "H", "H", "H"], "positions_angstrom": [[2.179073, -0.711189, 1.949945], [2.881693, -1.847534, 1.430934], [1.082712, -0.803672, 1.900388], [2.410560, 0.215723, 1.416828], [2.489408, -0.528502, 2.974104], [3.368745, -2.358133, 2.175057], [3.591861, -1.655361, 0.715093], [-2.120073, 1.193611, -0.057604], [-2.069609, 0.827248, -1.539420], [-0.828599, 0.078295, -1.983950], [-1.937394, 0.457120, 0.731517], [-3.155016, 1.477113, 0.157841], [-1.459124, 2.033123, 0.171416], [-2.197964, 1.756579, -2.092821], [-2.907062, 0.165075, -1.763703], [-0.783337, 0.023643, -3.063037], [0.138599, 0.518846, -1.678338], [-0.684473, -0.841985, -1.444251]], "forces_ev_per_a": [[-0.17, 0.81, -0.52], [1.97, 1.76, 1.39], [-0.01, -0.30, 0.15], [-0.02, -0.40, -0.58], [-0.28, -0.53, 0.51], [-0.76, -0.97, -0.17], [-0.77, -0.36, -0.81], [-0.61, 0.45, 0.39], [0.30, -0.62, 0.69], [1.29, 0.94, 0.54], [0.32, -0.59, -0.59], [0.18, 0.44, 0.07], [-0.12, 0.09, -0.08], [-0.02, -0.10, -0.17], [-0.19, 0.21, -0.10], [-0.01, -0.64, -0.17], [-0.39, 0.86, -0.21], [-0.73, -1.05, -0.34]], "lumo_ha": [-0.15068, -0.35446], "s_squared": 0.75, "orbital_gap_ev": [9.65, 4.10], "charge": 1, "fmax_ha_per_bohr": 0.0581, "energy_ev": -5838.850, "multiplicity": 2}



(5)
{"formula": "C6H12O", "method": "wB97M-V/def2-TZVPD", "species": ["C", "C", "O", "C", "C", "C", "C", "H", "H", "H", "H", "H", "H", "H", "H", "H", "H", "H", "H"], "positions_angstrom": [[3.033857, -0.688196, -0.422194], [1.754026, -0.999807, -0.479454], [0.879147, -0.379076, -1.269613], [-0.481392, -0.514099, -0.915015], [-0.807824, 0.121978, 0.430219], [-2.301761, 0.101497, 0.665231], [-0.218912, 1.515442, 0.515174], [3.721920, -1.325923, 0.100985], [3.440709, 0.156367, -0.950039], [1.342350, -1.861320, 0.024739], [-0.783865, -1.572932, -0.927286], [-1.004750, -0.001576, -1.727007], [-0.345985, -0.467238, 1.227315], [-2.687674, -0.919111, 0.615393], [-2.814931, 0.681866, -0.105069], [-2.557234, 0.519147, 1.642117], [0.927843, 1.554911, 0.262244], [-0.723716, 2.161886, -0.214364], [-0.371808, 1.916178, 1.526617]], "forces_ev_per_a": [[0.33, 0.05, -0.01], [0.26, -0.77, 0.07], [-0.18, 0.66, -0.58], [-0.32, -0.02, -0.06], [0.51, -0.15, 0.06], [-0.26, 0.01, -0.07], [1.69, 0.56, -0.40], [0.03, -0.07, 0.27], [-0.01, 0.18, -0.16], [0.02, -0.27, 0.32], [0.11, 0.09, 0.00], [-0.16, -0.04, 0.16], [0.11, -0.21, -0.07], [-0.03, 0.01, 0.06], [-0.06, 0.07, 0.04], [0.00, -0.03, -0.09], [-2.23, -0.20, 0.59], [0.11, 0.07, 0.18], [0.09, 0.06, -0.31]], "lumo_ha": 0.04016, "orbital_gap_ev": 9.91, "charge": 0, "fmax_ha_per_bohr": 0.0450, "energy_ev": -8463.059, "multiplicity": 1, "smiles": "C=COCC(C)C"}



> Number 4 is which compound?

C4H13N



Repeat the fourth record exactly.
{"formula": "C4H13N", "method": "wB97M-V/def2-TZVPD", "species": ["C", "N", "H", "H", "H", "H", "H", "C", "C", "C", "H", "H", "H", "H", "H", "H", "H", "H"], "positions_angstrom": [[2.179073, -0.711189, 1.949945], [2.881693, -1.847534, 1.430934], [1.082712, -0.803672, 1.900388], [2.410560, 0.215723, 1.416828], [2.489408, -0.528502, 2.974104], [3.368745, -2.358133, 2.175057], [3.591861, -1.655361, 0.715093], [-2.120073, 1.193611, -0.057604], [-2.069609, 0.827248, -1.539420], [-0.828599, 0.078295, -1.983950], [-1.937394, 0.457120, 0.731517], [-3.155016, 1.477113, 0.157841], [-1.459124, 2.033123, 0.171416], [-2.197964, 1.756579, -2.092821], [-2.907062, 0.165075, -1.763703], [-0.783337, 0.023643, -3.063037], [0.138599, 0.518846, -1.678338], [-0.684473, -0.841985, -1.444251]], "forces_ev_per_a": [[-0.17, 0.81, -0.52], [1.97, 1.76, 1.39], [-0.01, -0.30, 0.15], [-0.02, -0.40, -0.58], [-0.28, -0.53, 0.51], [-0.76, -0.97, -0.17], [-0.77, -0.36, -0.81], [-0.61, 0.45, 0.39], [0.30, -0.62, 0.69], [1.29, 0.94, 0.54], [0.32, -0.59, -0.59], [0.18, 0.44, 0.07], [-0.12, 0.09, -0.08], [-0.02, -0.10, -0.17], [-0.19, 0.21, -0.10], [-0.01, -0.64, -0.17], [-0.39, 0.86, -0.21], [-0.73, -1.05, -0.34]], "lumo_ha": [-0.15068, -0.35446], "s_squared": 0.75, "orbital_gap_ev": [9.65, 4.10], "charge": 1, "fmax_ha_per_bohr": 0.0581, "energy_ev": -5838.850, "multiplicity": 2}